Below is a cluster of 15 separate species, C72H177N15O6 in total, with properties calculated with ωB97M-V/def2-TZVPD.

Each line ends with the Mulliken charge.
CARTESIAN COORDINATES (ANGSTROEM)
C (1.363, 0.636, -4.637)  0.079
C (1.480, 2.011, -5.376)  -0.450
N (1.117, 1.742, -6.794)  0.233
C (1.387, 2.933, -7.641)  -0.190
C (2.807, 2.878, -8.056)  -1.234
C (-0.235, 1.224, -6.968)  -0.033
C (-0.617, 0.720, -8.366)  -1.574
H (1.898, 0.658, -3.688)  0.085
H (1.797, -0.141, -5.266)  0.556
H (0.319, 0.392, -4.439)  -0.838
H (0.768, 2.716, -4.948)  0.111
H (2.502, 2.389, -5.351)  0.485
H (0.689, 2.890, -8.477)  0.339
H (1.297, 3.842, -7.045)  0.192
H (3.420, 2.724, -7.168)  0.240
H (3.027, 2.087, -8.773)  0.291
H (3.186, 3.815, -8.463)  0.416
H (-0.929, 2.036, -6.748)  0.127
H (-0.452, 0.414, -6.272)  0.120
H (0.025, -0.129, -8.599)  0.377
H (-0.530, 1.466, -9.157)  0.383
H (-1.607, 0.269, -8.427)  0.367
C (4.093, -8.230, 0.329)  -0.829
C (5.495, -7.589, 0.055)  -0.350
N (5.497, -6.205, 0.458)  0.371
C (6.863, -5.601, 0.527)  0.204
C (7.710, -6.197, 1.618)  -1.469
C (4.671, -5.378, -0.452)  -0.758
C (3.619, -4.551, 0.382)  0.652
H (4.074, -9.281, 0.041)  0.513
H (3.340, -7.799, -0.331)  -0.127
H (3.825, -8.042, 1.369)  0.261
H (6.135, -8.180, 0.711)  0.339
H (5.633, -7.698, -1.020)  0.272
H (7.320, -5.797, -0.443)  0.187
H (6.817, -4.523, 0.677)  -0.142
H (8.716, -5.776, 1.603)  0.434
H (7.350, -5.877, 2.595)  0.315
H (7.885, -7.272, 1.597)  0.396
H (4.166, -5.970, -1.215)  0.316
H (5.289, -4.749, -1.094)  0.188
H (2.928, -4.013, -0.267)  -0.345
H (4.126, -3.849, 1.045)  0.196
H (2.990, -5.265, 0.913)  -0.511
C (4.393, -2.020, -2.997)  -0.434
C (5.848, -1.481, -2.760)  -0.720
N (6.273, -1.793, -1.415)  1.101
C (5.548, -0.917, -0.477)  0.170
C (5.892, -1.077, 1.046)  -1.049
C (7.717, -1.646, -1.353)  -0.730
C (8.474, -2.776, -2.179)  -1.442
H (4.266, -3.040, -2.635)  -0.023
H (4.112, -2.023, -4.050)  0.554
H (3.673, -1.385, -2.480)  -0.296
H (6.424, -2.085, -3.461)  0.379
H (5.870, -0.419, -3.007)  0.280
H (5.780, 0.103, -0.784)  0.359
H (4.490, -1.169, -0.547)  -0.520
H (6.887, -0.682, 1.253)  0.549
H (5.062, -0.604, 1.570)  -0.027
H (5.867, -2.151, 1.232)  0.054
H (8.022, -1.809, -0.320)  0.376
H (8.052, -0.615, -1.464)  0.408
H (9.524, -2.929, -1.930)  0.458
H (8.629, -2.517, -3.226)  0.381
H (8.056, -3.777, -2.073)  0.245
C (1.303, -5.168, -4.034)  -1.605
C (0.159, -4.590, -3.181)  0.563
N (-0.710, -5.675, -2.686)  0.153
C (-0.003, -6.847, -2.082)  -1.844
C (0.738, -6.573, -0.742)  0.832
C (-1.786, -5.077, -1.894)  0.439
C (-2.866, -6.061, -1.468)  -1.745
H (0.927, -5.910, -4.739)  0.406
H (2.148, -5.533, -3.450)  0.087
H (1.690, -4.445, -4.752)  0.490
H (0.619, -4.050, -2.354)  -0.176
H (-0.349, -3.891, -3.847)  0.381
H (0.714, -7.307, -2.763)  0.476
H (-0.747, -7.643, -2.078)  0.488
H (1.543, -5.838, -0.778)  -0.217
H (1.084, -7.534, -0.362)  0.382
H (-0.040, -6.237, -0.057)  -0.426
H (-1.337, -4.596, -1.025)  0.186
H (-2.321, -4.291, -2.427)  0.110
H (-3.758, -5.586, -1.059)  0.312
H (-3.225, -6.577, -2.358)  0.454
H (-2.475, -6.827, -0.798)  0.233
C (-2.317, 2.775, -3.819)  -0.080
C (-3.205, 1.783, -4.533)  -1.132
N (-3.463, 0.545, -3.739)  0.749
C (-2.302, -0.292, -3.493)  0.064
C (-2.553, -1.459, -2.539)  -0.408
C (-4.589, -0.187, -4.228)  0.096
C (-4.358, -1.017, -5.551)  -1.294
H (-1.293, 2.429, -3.683)  -0.269
H (-2.739, 2.996, -2.839)  -0.201
H (-2.342, 3.669, -4.442)  0.640
H (-4.128, 2.302, -4.791)  0.519
H (-2.905, 1.511, -5.545)  0.271
H (-2.008, -0.591, -4.499)  0.420
H (-1.503, 0.285, -3.026)  -0.743
H (-3.256, -2.167, -2.977)  0.794
H (-1.692, -2.098, -2.340)  -0.024
H (-2.820, -1.087, -1.550)  -0.555
H (-5.377, 0.511, -4.511)  0.695
H (-4.984, -0.857, -3.465)  -0.675
H (-3.961, -2.017, -5.374)  0.291
H (-3.767, -0.488, -6.298)  0.167
H (-5.288, -1.153, -6.103)  0.443
C (-8.139, 0.318, 1.507)  -1.074
C (-7.765, -1.218, 1.267)  -0.937
N (-6.471, -1.397, 0.591)  1.208
C (-6.389, -0.873, -0.747)  0.111
C (-7.476, -1.356, -1.744)  -1.768
C (-6.143, -2.805, 0.685)  -1.671
C (-4.729, -3.141, 0.272)  0.156
H (-7.338, 0.910, 1.951)  0.164
H (-9.009, 0.386, 2.160)  0.445
H (-8.373, 0.846, 0.583)  0.261
H (-7.739, -1.702, 2.243)  0.428
H (-8.564, -1.748, 0.750)  0.557
H (-6.544, 0.205, -0.705)  0.642
H (-5.373, -1.021, -1.114)  -0.532
H (-7.326, -0.835, -2.690)  0.461
H (-7.413, -2.426, -1.939)  0.359
H (-8.490, -1.110, -1.427)  0.413
H (-6.887, -3.403, 0.157)  0.341
H (-6.197, -3.164, 1.712)  0.461
H (-3.954, -2.493, 0.682)  -0.181
H (-4.715, -3.016, -0.811)  0.150
H (-4.406, -4.151, 0.525)  0.328
C (-2.765, 7.806, 5.085)  -1.235
C (-4.098, 7.126, 5.177)  -0.324
N (-4.130, 6.002, 6.080)  0.151
C (-3.165, 4.933, 5.883)  -1.701
C (-3.386, 4.103, 4.624)  0.399
C (-5.493, 5.526, 6.318)  -0.610
C (-5.729, 4.388, 7.371)  -1.205
H (-2.282, 8.038, 6.034)  0.319
H (-2.904, 8.714, 4.498)  0.430
H (-2.041, 7.242, 4.499)  0.103
H (-4.822, 7.876, 5.496)  0.464
H (-4.464, 6.890, 4.177)  0.325
H (-2.178, 5.395, 5.852)  0.429
H (-3.116, 4.229, 6.714)  0.443
H (-2.542, 3.420, 4.530)  -0.101
H (-4.229, 3.424, 4.751)  0.255
H (-3.487, 4.741, 3.747)  0.012
H (-6.028, 5.427, 5.374)  0.425
H (-5.945, 6.413, 6.762)  0.472
H (-6.782, 4.147, 7.220)  0.384
H (-5.690, 4.664, 8.424)  0.283
H (-5.219, 3.457, 7.122)  0.299
C (-2.520, -7.050, 3.703)  -1.631
C (-1.668, -6.514, 2.507)  -0.722
N (-0.553, -5.623, 2.793)  1.033
C (0.478, -6.148, 3.616)  -0.989
C (1.232, -7.283, 2.949)  -0.996
C (-1.069, -4.336, 3.399)  -0.838
C (-2.233, -3.650, 2.608)  0.293
H (-1.826, -7.228, 4.525)  0.314
H (-2.949, -8.050, 3.634)  0.431
H (-3.226, -6.309, 4.077)  0.289
H (-1.258, -7.398, 2.018)  0.720
H (-2.267, -6.064, 1.716)  0.158
H (0.085, -6.550, 4.550)  0.371
H (1.188, -5.402, 3.974)  0.514
H (1.695, -6.970, 2.014)  -0.080
H (0.515, -8.072, 2.723)  0.368
H (1.951, -7.691, 3.660)  0.477
H (-1.268, -4.473, 4.462)  0.388
H (-0.204, -3.680, 3.496)  0.023
H (-3.089, -4.324, 2.603)  0.731
H (-2.522, -2.683, 3.022)  -0.407
H (-1.954, -3.386, 1.588)  -0.329
C (-2.856, 5.241, 0.371)  -1.351
C (-1.381, 5.403, 0.422)  1.256
N (-0.906, 6.478, -0.480)  0.272
C (0.295, 7.270, -0.138)  -0.161
C (0.121, 8.081, 1.138)  -1.613
C (-0.746, 5.893, -1.778)  0.893
C (-0.732, 6.932, -2.964)  -1.691
H (-3.279, 4.808, -0.536)  0.162
H (-3.300, 6.208, 0.605)  0.432
H (-3.187, 4.577, 1.170)  0.151
H (-1.160, 5.762, 1.427)  0.088
H (-0.784, 4.512, 0.226)  -0.835
H (1.232, 6.715, -0.086)  0.052
H (0.500, 8.005, -0.916)  0.370
H (-0.035, 7.424, 1.994)  0.269
H (1.065, 8.598, 1.315)  0.490
H (-0.706, 8.785, 1.047)  0.384
H (-1.583, 5.205, -1.898)  -0.086
H (0.162, 5.292, -1.838)  -0.370
H (0.106, 7.628, -2.972)  0.382
H (-1.668, 7.491, -2.982)  0.428
H (-0.705, 6.362, -3.893)  0.414
C (-0.011, 3.346, 3.004)  0.285
C (0.206, 2.275, 4.028)  0.551
O (1.196, 2.249, 4.763)  -0.851
N (-0.627, 1.287, 3.993)  0.943
C (-0.610, 0.018, 4.701)  -1.298
H (0.961, 3.594, 2.577)  -0.141
H (-0.407, 4.256, 3.454)  0.437
H (-0.597, 2.992, 2.156)  -0.304
H (-1.385, 1.429, 3.341)  -0.461
H (0.251, -0.279, 5.300)  0.336
H (-0.755, -0.821, 4.020)  0.346
H (-1.420, 0.003, 5.431)  0.381
C (3.088, 2.256, 1.165)  0.310
C (3.324, 2.448, -0.351)  0.508
O (3.498, 1.554, -1.169)  -0.593
N (3.286, 3.712, -0.729)  0.333
C (3.213, 4.196, -2.121)  -0.779
H (3.129, 3.207, 1.697)  0.373
H (3.786, 1.508, 1.541)  0.070
H (2.082, 1.887, 1.360)  -0.580
H (3.273, 4.409, 0.002)  -0.265
H (2.791, 3.466, -2.813)  0.033
H (4.204, 4.482, -2.473)  0.356
H (2.519, 5.036, -2.130)  0.234
C (0.940, -1.039, -0.746)  0.226
C (-0.066, -0.649, 0.296)  0.369
O (-0.477, -1.523, 1.044)  -0.668
N (-0.631, 0.559, 0.331)  2.297
C (-0.324, 1.653, -0.575)  0.653
H (0.602, -0.952, -1.778)  -0.106
H (1.207, -2.087, -0.608)  0.048
H (1.868, -0.474, -0.650)  -0.321
H (-1.410, 0.675, 0.964)  -0.912
H (0.587, 2.217, -0.374)  -0.545
H (-1.147, 2.368, -0.555)  -0.111
H (-0.269, 1.255, -1.588)  -0.604
C (4.182, 7.058, -0.257)  -1.084
C (3.830, 6.685, 1.188)  0.508
O (3.034, 5.803, 1.434)  -0.370
N (4.324, 7.355, 2.244)  -0.254
C (5.546, 8.197, 2.218)  -0.965
H (3.418, 6.739, -0.965)  0.132
H (5.142, 6.739, -0.664)  0.365
H (4.162, 8.141, -0.379)  0.473
H (3.987, 7.070, 3.153)  0.262
H (5.509, 9.014, 2.939)  0.333
H (5.660, 8.781, 1.304)  0.342
H (6.427, 7.588, 2.422)  0.316
C (-4.145, 0.056, 3.082)  -0.459
C (-3.694, 0.947, 2.003)  0.491
O (-2.765, 1.722, 2.191)  -0.671
N (-4.389, 0.838, 0.803)  0.618
C (-4.076, 1.571, -0.427)  0.315
H (-5.063, -0.430, 2.752)  0.057
H (-4.306, 0.679, 3.962)  0.296
H (-3.366, -0.674, 3.301)  -0.575
H (-5.147, 0.171, 0.825)  -0.648
H (-3.091, 1.235, -0.749)  -0.556
H (-3.937, 2.645, -0.306)  -0.015
H (-4.827, 1.366, -1.190)  0.157
C (3.938, 0.050, 6.282)  -1.258
C (3.709, -0.827, 5.078)  0.790
O (4.451, -1.792, 4.911)  -0.672
N (2.735, -0.412, 4.249)  0.360
C (2.298, -1.025, 2.976)  0.905
H (3.540, -0.518, 7.122)  0.293
H (3.491, 1.042, 6.213)  0.233
H (4.996, 0.108, 6.537)  0.367
H (2.303, 0.455, 4.535)  0.005
H (1.208, -1.043, 2.978)  -0.683
H (2.743, -2.020, 2.970)  0.336
H (2.670, -0.431, 2.141)  -0.702

Output
Energy = -112170.085 eV
Relative energy (zero: lowest compared OMol25 entry of this formula, charge and spin) = 0.0596 eV
Orbital gap = 0.3024 Eh